Entry 1:
Computed, not measured: a cluster of 2 separate species, C27H44BrClF10N7O6P2S in total in a non-equilibrium geometry, with ωB97M-V with the def2-TZVPD basis set.

CARTESIAN COORDINATES (ANGSTROEM)
C1 1.190315 -4.694223 3.670329
C2 1.747732 -4.237633 2.254792
C3 1.484116 -2.716160 1.954513
Cl1 2.286329 -1.938778 3.407835
C4 1.756337 -2.156876 0.537553
C5 0.957782 -3.142029 -0.407452
C6 -0.438609 -3.709201 0.010574
S1 -1.541212 -3.703270 -1.496928
C7 -3.085979 -2.945097 -0.982316
N1 -3.738984 -2.031991 -1.679996
N2 -4.850641 -1.725062 -0.966126
C8 -4.837024 -2.427959 0.135144
O1 -3.728781 -3.230363 0.187262
C9 1.148558 -0.700435 0.324577
Br1 -0.847000 -0.566019 -0.016579
C10 1.233891 0.388049 1.453223
C11 0.097771 0.388623 2.546180
F1 1.216601 1.716372 0.971656
C12 1.632858 -0.404880 -1.173309
C13 0.939349 0.442457 -2.224811
C14 0.598799 1.915249 -1.815128
N3 1.105052 2.912599 -2.399929
N4 2.714333 -1.142807 -1.303491
C15 3.293746 -1.123483 -2.666211
O2 3.934956 0.116837 -2.861619
C16 4.187480 0.400955 -4.239620
C17 3.218963 -1.895052 -0.091421
C18 4.272081 -3.026486 -0.251124
F2 5.283290 -2.738774 -1.143763
F3 4.938241 -3.068908 0.964803
C19 4.048398 -4.518865 -0.650724
F4 5.326940 -5.072904 -0.628688
F5 3.415035 -5.374486 0.195517
C20 3.597292 -4.851741 -2.127225
F6 2.636524 -4.037001 -2.656295
F7 4.651217 -4.809949 -2.987643
C21 3.047753 -6.340679 -2.269755
F8 3.907887 -7.253016 -1.817610
F9 2.965847 -6.548593 -3.615180
F10 1.797862 -6.479312 -1.799312
P1 4.294708 -0.468668 0.605558
O3 5.681594 -0.427138 0.073414
O4 4.523777 -0.392980 2.214437
O5 3.764506 1.034586 0.139279
H1 1.001527 -5.784727 3.613855
H2 0.324359 -4.090653 4.009375
H3 2.013906 -4.562321 4.410046
H4 1.411100 -4.948091 1.478783
H5 2.857762 -4.338049 2.355976
H6 0.409437 -2.548122 2.212969
H7 1.565503 -4.081303 -0.463309
H8 0.869465 -2.843160 -1.471988
H9 -1.004964 -3.175327 0.793700
H10 -0.411611 -4.778946 0.321616
H11 -5.536957 -2.457400 0.978635
H12 2.174659 0.368508 2.055291
H13 0.565676 0.783130 3.483682
H14 -0.288965 -0.613872 2.806330
H15 -0.699894 1.131946 2.311380
H16 1.529811 0.573806 -3.163247
H17 -0.012798 -0.015262 -2.598924
H18 -0.081632 2.165470 -0.974926
H19 1.721259 2.604498 -3.162972
H20 4.010012 -1.939171 -2.892759
H21 2.513201 -1.239129 -3.466057
H22 5.271632 0.362550 -4.502218
H23 3.800168 1.431124 -4.435475
H24 3.666894 -0.271182 -4.960627
H25 5.244956 -0.981849 2.503640
H26 4.277047 1.638435 0.715103
O6 -2.135593 3.875855 1.776420
P2 -3.119473 4.691392 0.950359
N5 -4.209833 5.029121 2.264882
C22 -5.643122 5.251380 2.151632
C23 -3.668290 5.951253 3.265921
N6 -3.691097 3.295799 0.076012
C24 -5.077288 2.861376 0.031893
C25 -2.860573 2.101426 0.151013
N7 -4.057520 5.736120 -0.127431
C26 -3.881501 5.448790 -1.579016
C27 -3.615589 7.154958 -0.011662
H27 -5.898627 6.198431 1.656177
H28 -6.096263 5.287538 3.145726
H29 -6.160093 4.446408 1.641879
H30 -3.660025 6.994800 2.933509
H31 -2.646469 5.678019 3.533008
H32 -4.250786 5.915017 4.190803
H33 -5.406505 2.444625 0.992241
H34 -5.213517 2.087870 -0.730886
H35 -5.753058 3.663577 -0.266553
H36 -2.985684 1.588138 1.115660
H37 -1.807993 2.340233 0.017839
H38 -3.114480 1.389983 -0.643081
H39 -2.826316 5.466954 -1.865761
H40 -4.417561 6.190360 -2.175894
H41 -4.295195 4.492538 -1.882080
H42 -2.542610 7.257275 -0.192367
H43 -3.838738 7.568371 0.971116
H44 -4.147447 7.786579 -0.723628

Atoms 1-3, force components in eV/Å:
C 0.99 0.20 -0.53
C 0.79 -0.04 0.67
C -0.37 -1.07 1.77

Spin multiplicity: 1
Net charge: +1

Entry 2:
Computed, not measured: an isolated molecule of C4H4Cl2N2O in a non-equilibrium geometry, with ωB97M-V with the def2-TZVPD basis set.

CARTESIAN COORDINATES (ANGSTROEM)
C1 0.470822 -1.209234 -1.772942
C2 0.678774 1.324502 -0.099280
C3 0.140751 0.360114 0.863884
C4 -1.130023 -0.448425 0.744851
N1 1.192806 -0.896742 -0.885305
N2 1.350053 0.046063 0.047118
O1 -0.130733 -1.723371 -2.639160
Cl1 -0.245784 1.715912 -1.572059
Cl2 0.657536 0.578582 2.627920
H1 1.457564 2.059679 0.366546
H2 -1.819941 -0.238728 1.673023
H3 -0.860642 -1.545107 0.781701
H4 -1.761185 -0.023246 -0.136298

Atoms 1-3, force components in eV/Å:
C -1.43 -1.10 -1.64
C 1.53 2.02 0.59
C 0.66 -0.68 1.72

Relative energy (zero: lowest compared OMol25 entry of this formula, charge and spin): 46.4 kcal/mol
Spin multiplicity: 1
Net charge: 0

Entry 3:
Computed, not measured: a structure of composition C37H64As2N3O8RbSbSi3 in a non-equilibrium geometry, with ωB97M-V with the def2-TZVPD basis set.

CARTESIAN COORDINATES (ANGSTROEM)
Rb1 -0.289064 -1.270124 0.302211
N1 2.920230 -3.525154 1.576905
C1 1.883192 -3.173293 1.190745
H1 3.915802 -3.641666 1.600412
N2 -0.532513 -0.301930 -2.136522
C2 0.425228 -0.817527 -2.520034
C3 7.598197 -2.366835 -0.576735
O1 6.552351 -2.254566 -1.521771
C4 5.325266 -2.526518 -1.060550
O2 5.095864 -2.684685 0.132700
C5 4.266319 -2.557481 -2.058480
C6 4.398887 -3.307751 -3.181459
As1 3.146188 -3.279499 -4.733248
C7 4.047994 -1.664844 -5.479729
C8 1.672428 -2.608850 -3.696622
C9 1.674003 -1.300038 -2.990804
As2 2.675959 -1.762249 -1.248764
C10 3.586601 -0.110891 -0.599962
C11 2.098697 -0.152532 -3.864705
O3 1.707127 0.045046 -4.984924
O4 2.926621 0.691685 -3.226852
C12 3.343525 1.823056 -3.969639
C13 0.965092 -3.699459 -3.206031
O5 1.037390 -4.842203 -3.679191
O6 0.135518 -3.461698 -2.092121
C14 -0.334810 -4.647798 -1.480689
C15 5.551821 -4.136949 -3.428545
O7 6.261790 -4.704031 -2.618557
O8 5.727230 -4.299376 -4.777848
C16 6.769444 -5.164966 -5.166274
H2 8.525855 -2.220155 -1.124234
H3 7.588237 -3.358301 -0.120833
H4 7.490343 -1.610679 0.204718
H5 4.949001 -2.002530 -5.989794
H6 4.345057 -0.952037 -4.714008
H7 3.404219 -1.170767 -6.204729
H8 4.416329 0.162363 -1.248927
H9 3.968805 -0.291062 0.405419
H10 2.872380 0.714434 -0.554209
H11 4.087228 2.335621 -3.362717
H12 2.491892 2.476630 -4.172155
H13 3.773898 1.509797 -4.923674
H14 -1.116787 -4.363083 -0.772089
H15 0.481516 -5.153661 -0.951736
H16 -0.731471 -5.332402 -2.234945
H17 6.618416 -5.383609 -6.222029
H18 6.732231 -6.081230 -4.572331
H19 7.739762 -4.681732 -5.012775
C17 -4.848884 0.619533 2.228743
Si1 -4.044918 2.296526 1.800209
C18 -5.474097 3.570875 1.574249
C19 -3.057360 2.891796 3.319336
Sb1 -2.341784 1.833492 -0.113016
Si2 -1.752300 4.314070 -0.621654
C20 -1.091188 4.503647 -2.413157
C21 -3.074550 5.692968 -0.386795
C22 -0.295967 4.837092 0.508800
Si3 -4.066239 1.527609 -2.025604
C23 -4.510457 -0.329885 -1.980706
C24 -5.749801 2.464962 -2.000520
C25 -3.306808 1.894265 -3.742052
H20 -5.469358 0.682196 3.117777
H21 -4.076908 -0.119102 2.428872
H22 -5.471072 0.250497 1.417453
H23 -6.127221 3.583395 2.442470
H24 -6.083445 3.334408 0.710120
H25 -5.090732 4.576382 1.441531
H26 -3.708073 3.123982 4.157080
H27 -2.473759 3.780925 3.096301
H28 -2.378623 2.108733 3.638771
H29 -1.901217 4.636407 -3.122784
H30 -0.539065 3.616704 -2.709709
H31 -0.424541 5.356645 -2.511234
H32 -4.002712 5.444877 -0.891599
H33 -2.732976 6.648776 -0.774880
H34 -3.295213 5.827551 0.666762
H35 0.550570 4.170120 0.378986
H36 -0.582397 4.799548 1.554568
H37 0.041976 5.847882 0.297580
H38 -4.866368 -0.619377 -0.995578
H39 -3.629799 -0.924544 -2.206552
H40 -5.281059 -0.590211 -2.700506
H41 -6.389714 2.085499 -1.210959
H42 -6.282558 2.343366 -2.939546
H43 -5.612950 3.528459 -1.836236
H44 -2.285573 1.531798 -3.787703
H45 -3.294670 2.959333 -3.950749
H46 -3.863988 1.408284 -4.538097
C26 -3.206463 0.129226 7.170704
C27 -2.786745 -0.501733 5.868070
C28 -3.470591 -1.603213 5.367357
C29 -3.076433 -2.149737 4.146622
C30 -3.797605 -3.347527 3.584725
C31 -2.027341 -1.592330 3.458629
C32 -1.272270 -0.473739 3.927190
C33 -1.723877 0.043740 5.177853
N3 -0.308273 -0.062858 3.113753
C34 0.824042 0.774678 3.410321
C35 0.934817 1.481886 4.778838
C36 0.892177 1.873494 2.330752
C37 2.083803 -0.115393 3.273845
H47 -3.936847 -0.488081 7.690598
H48 -3.654124 1.108002 6.991030
H49 -2.349335 0.276058 7.828458
H50 -4.297392 -2.036088 5.914709
H51 -4.525572 -3.727078 4.300720
H52 -3.092631 -4.146833 3.349116
H53 -4.324627 -3.081057 2.665434
H54 -1.705864 -2.051201 2.520921
H55 -1.255505 0.907945 5.617523
H56 0.153603 2.229056 4.896296
H57 1.897148 1.989301 4.836538
H58 0.877485 0.765000 5.592700
H59 -0.022241 2.460942 2.362101
H60 0.981765 1.423767 1.339840
H61 1.745104 2.528599 2.503077
H62 2.046609 -0.895370 4.030377
H63 2.992437 0.470589 3.407710
H64 2.101254 -0.593996 2.292355

Atoms 1-3, force components in eV/Å:
Rb -0.35 -0.30 1.41
N 0.15 -0.13 0.11
C -0.37 -0.37 0.57

Relative energy (zero: lowest compared OMol25 entry of this formula, charge and spin): 31.8 kcal/mol
Spin multiplicity: 1
Net charge: -1

Entry 4:
Computed, not measured: a cluster of 2 separate species, C3H10OS in total in a non-equilibrium geometry, with ωB97M-V with the def2-TZVPD basis set.

CARTESIAN COORDINATES (ANGSTROEM)
C1 0.325603 -0.416837 0.818844
C2 -0.241343 0.420382 -0.325141
S1 -1.972266 0.205469 -0.540060
C3 -2.047332 -1.503159 -1.129497
H1 -0.227904 -0.345525 1.751921
H2 1.393665 -0.160067 0.902292
H3 0.462143 -1.504635 0.725721
H4 0.267770 0.229926 -1.267579
H5 -0.206354 1.474429 -0.043677
H6 -2.995754 -1.610029 -1.648899
H7 -1.177508 -1.711029 -1.750974
H8 -2.077209 -2.267001 -0.348817
H9 4.529073 0.758958 2.198118
H10 4.734779 0.696202 0.629423
O1 4.760672 1.213009 1.408934

Atoms 1-3, force components in eV/Å:
C 1.47 -0.61 0.01
C 0.06 -0.61 0.82
S -1.31 -0.38 -0.33

Relative energy (zero: lowest compared OMol25 entry of this formula, charge and spin): 10.6 kcal/mol
Spin multiplicity: 1
Net charge: 0

no.,HOMO energy (eV),E_tot (eV),gap between HOMO and LUMO (eV)
1,-10.059,-190568.246,5.345
2,-9.869,-34282.380,10.398
3,-3.319,-212761.913,4.990
4,-8.451,-16155.406,9.201